1.
{
  "formula": "C7H16N3",
  "method": "ωB97M-V/def2-TZVPD",
  "energy_ev": -11976.14625,
  "relative_energy_kcal_mol": 167.2,
  "homo_lumo_gap_ev": [6.50, 9.23],
  "total_charge": 1,
  "fmax_ha_per_bohr": 0.0956,
  "elements": ["C", "C", "C", "C", "C", "C", "C", "N", "N", "N", "H", "H", "H", "H", "H", "H", "H", "H", "H", "H", "H", "H", "H", "H", "H", "H"],
  "positions_angstrom": [[-0.3536, 0.6586, 0.1348], [-1.5018, -1.2534, 0.0545], [-1.3510, -1.4617, -1.4804], [0.3743, -1.2466, 1.5545], [0.9635, -2.0948, -1.6693], [-0.0199, 2.9235, -0.4353], [0.8261, 2.2847, 1.6878], [-0.4237, -0.5710, 0.5923], [-0.4219, -2.4550, -1.5428], [0.1749, 1.7945, 0.4600], [-2.3984, -0.6171, 0.0616], [-1.6256, -2.2785, 0.4603], [-2.2677, -1.8636, -1.8744], [-0.8552, -0.5412, -1.8030], [0.8169, -2.1379, 1.1290], [1.2540, -0.6590, 1.6170], [-0.0625, -1.4229, 2.5000], [1.4217, -1.9145, -0.6118], [1.1653, -1.1727, -2.2772], [1.5728, -2.8889, -2.2801], [-0.8693, 2.7422, -1.1948], [-0.2947, 3.7142, 0.1336], [0.9490, 3.2626, -1.0112], [0.2374, 2.9622, 2.3020], [1.0641, 1.4651, 2.3570], [1.6255, 2.7712, 1.1359]],
  "nbo_charge": [0.648, -0.223, -0.269, -0.421, -0.500, -0.412, -0.414, -0.415, -0.234, -0.401, 0.232, 0.258, 0.247, 0.180, 0.238, 0.215, 0.239, 0.198, 0.188, 0.251, 0.245, 0.216, 0.233, 0.239, 0.226, 0.236]
}

=====

2.
{
  "formula": "C6H12O4",
  "method": "ωB97M-V/def2-TZVPD",
  "energy_ev": -14600.23940,
  "relative_energy_kcal_mol": 47.0,
  "homo_lumo_gap_ev": [6.10, 5.93],
  "total_charge": -1,
  "multiplicity": 2,
  "s2": 0.753,
  "fmax_ha_per_bohr": 0.1438,
  "elements": ["C", "O", "C", "C", "O", "C", "C", "O", "H", "H", "H", "H", "H", "H", "H", "H", "H", "H", "C", "O", "H", "H"],
  "positions_angstrom": [[-2.2760, 1.6491, -2.1080], [-1.7114, 0.4337, -1.6576], [-0.7016, -0.0697, -2.3998], [-0.0090, -1.2592, -1.8486], [1.0594, -0.9580, -0.9520], [0.6459, -0.4328, 0.2855], [1.7502, -0.6254, 1.2950], [2.0413, 0.4629, 2.0249], [-1.5107, 2.4396, -2.1397], [-2.7179, 1.5252, -3.1081], [-3.0624, 1.9241, -1.3976], [-0.2217, 0.6047, -3.1160], [-0.7405, -1.9067, -1.3319], [0.4526, -1.8263, -2.6679], [-0.2666, -0.9318, 0.6834], [0.3052, 0.6097, 0.1742], [2.6233, -1.2002, 0.9414], [1.0701, -1.1868, 2.3226], [0.9403, 0.1662, 3.4541], [0.3766, 1.3471, 3.7129], [0.1896, -0.6436, 3.6682], [1.7632, -0.1218, 4.1648]],
  "nbo_charge": [-0.248, -0.490, 0.082, -0.151, -0.536, -0.115, -0.042, -0.712, 0.179, 0.164, 0.197, 0.143, 0.174, 0.185, 0.148, 0.173, 0.148, 0.086, 0.186, -0.785, 0.131, 0.084]
}

=====

3.
{
  "formula": "C4H7N3",
  "method": "ωB97M-V/def2-TZVPD",
  "energy_ev": -8710.35668,
  "relative_energy_kcal_mol": 9.7,
  "homo_lumo_gap_ev": 10.94,
  "total_charge": 2,
  "fmax_ha_per_bohr": 0.0326,
  "elements": ["C", "N", "C", "N", "C", "C", "N", "H", "H", "H", "H", "H", "H", "H"],
  "positions_angstrom": [[2.3174, 0.8032, -0.0171], [1.5440, -0.1617, 0.0169], [1.0574, -1.3187, 0.0281], [-0.2957, -1.5374, -0.0094], [-1.0931, -0.4937, -0.0096], [-2.3603, 0.2285, -0.0077], [-0.9687, 0.7747, 0.0447], [2.6813, 1.2148, -0.9635], [2.6279, 1.3187, 0.8959], [1.7173, -2.1890, 0.0810], [-0.6750, -2.4895, -0.0309], [-2.9097, 0.3439, -0.9373], [-2.9613, 0.2734, 0.8961], [-0.4940, 1.6598, 0.0556]],
  "nbo_charge": [0.172, -0.316, 0.382, -0.531, 0.553, -0.158, -0.452, 0.269, 0.268, 0.297, 0.499, 0.265, 0.267, 0.484]
}

=====

4.
{
  "formula": "C19H36FeN3O5P2",
  "method": "ωB97M-V/def2-TZVPD",
  "energy_ev": -87957.37373,
  "relative_energy_kcal_mol": 9.2,
  "homo_lumo_gap_ev": [3.53, 7.52],
  "multiplicity": 6,
  "s2": 8.795,
  "fmax_ha_per_bohr": 0.0664,
  "elements": ["C", "C", "N", "C", "C", "C", "C", "P", "Fe", "P", "C", "O", "O", "H", "H", "H", "C", "C", "H", "H", "H", "H", "C", "C", "H", "H", "H", "H", "H", "H", "H", "H", "H", "H", "H", "H", "H", "H", "H", "H", "H", "H", "C", "C", "C", "C", "C", "C", "O", "N", "C", "O", "N", "C", "O", "H", "H", "H", "H", "H", "H", "H", "H", "H", "H", "H"],
  "positions_angstrom": [[0.9549, 1.3641, -4.2675], [0.9767, 0.8904, -2.9484], [-0.1619, 0.6912, -2.2695], [-1.3506, 0.9160, -2.8364], [-1.4473, 1.3524, -4.1616], [-0.2767, 1.5936, -4.8833], [2.2810, 0.5982, -2.2513], [1.9449, -0.4511, -0.7787], [-0.0272, -0.2140, 0.2932], [-2.1470, 0.4904, -0.2465], [-2.6056, 0.6763, -2.0179], [3.3900, 2.7938, -0.8185], [2.3248, 2.3125, 1.6084], [1.9132, 1.5419, -4.7536], [-2.4448, 1.4982, -4.5710], [-0.3227, 1.9729, -5.9019], [1.7750, -2.1466, -1.3713], [3.3242, -0.4160, 0.3722], [-3.3398, 1.4918, -2.1176], [-3.0994, -0.2604, -2.3195], [2.7718, 1.5343, -1.8665], [2.9921, 0.0839, -2.9154], [-3.4244, -0.3655, 0.6924], [-2.0470, 2.2028, 0.3556], [1.4397, 2.0997, 2.0154], [2.9222, 2.4728, 2.3513], [2.8960, 2.7675, 0.0435], [3.2502, 3.6685, -1.2070], [-1.2324, -0.8941, -0.5434], [1.0997, 0.8589, -0.0675], [2.7371, -2.4699, -1.7952], [1.4949, -2.7979, -0.5311], [1.0005, -2.1930, -2.1449], [4.2695, -0.4718, -0.1802], [3.2688, 0.5199, 0.9463], [3.2291, -1.2668, 1.0578], [-3.0684, 2.6185, 0.3820], [-1.5967, 2.2457, 1.3601], [-1.4335, 2.7991, -0.3329], [-4.4051, 0.0890, 0.5016], [-3.4324, -1.4223, 0.3943], [-3.1823, -0.3017, 1.7624], [2.4427, -2.5572, 4.4663], [1.1402, -3.3391, 4.4169], [-0.0546, -2.4802, 3.9480], [-1.3849, -3.2933, 3.9202], [-1.3629, -4.5401, 3.0588], [-0.2582, -1.3298, 4.9472], [-0.4240, -1.5016, 6.1472], [-0.2449, -0.0332, 4.4449], [-0.0961, 0.3622, 3.1277], [-0.0284, 1.5701, 2.8271], [-0.0187, -0.6500, 2.1949], [0.2307, -1.9610, 2.5403], [0.6559, -2.7195, 1.6509], [2.7096, -2.1677, 3.4778], [3.2559, -3.2143, 4.7887], [2.3896, -1.7234, 5.1746], [1.2521, -4.1980, 3.7412], [0.8954, -3.7341, 5.4163], [-1.6389, -3.5618, 4.9564], [-2.1795, -2.6135, 3.5728], [-0.6717, -5.2870, 3.4589], [-2.3594, -4.9882, 3.0355], [-1.0649, -4.2998, 2.0347], [-0.3642, 0.7190, 5.1197]],
  "nbo_charge": [-0.320, 0.213, -0.650, 0.045, -0.200, -0.344, -0.788, 1.118, 0.890, 1.060, -0.719, -0.977, -0.993, 0.200, 0.196, 0.200, -0.981, -0.991, 0.240, 0.229, 0.321, 0.240, -0.965, -0.978, 0.522, 0.483, 0.510, 0.479, -0.168, -0.128, 0.227, 0.273, 0.264, 0.247, 0.280, 0.249, 0.222, 0.268, 0.268, 0.246, 0.256, 0.249, -0.619, -0.374, -0.258, -0.368, -0.618, 0.724, -0.575, -0.662, 0.815, -0.692, -0.846, 0.706, -0.631, 0.205, 0.224, 0.206, 0.230, 0.225, 0.230, 0.201, 0.209, 0.216, 0.230, 0.431]
}